# C21H22F3N4NaO2SSb

A structure of composition C21H22F3N4NaO2SSb (ωB97M-V with the def2-TZVPD basis set, the Open Molecules 2025 dataset).

Geometry as XYZ:
```
55
C21H22F3N4NaO2SSb, DFT ωB97M-V with the def2-TZVPD basis set
Na -0.7277 0.2067 0.0244
C -0.6123 3.6609 -3.5199
O 0.6092 3.1963 -2.9142
C 0.4862 2.1920 -2.0587
O -0.5664 1.6588 -1.7584
N 1.6979 1.8320 -1.5671
N 1.7583 0.8346 -0.5936
H -0.3054 4.4481 -4.1987
H -1.2850 4.0496 -2.7595
H -1.0954 2.8528 -4.0634
H 2.5199 2.3400 -1.8509
H 2.2010 1.1934 0.2449
H 2.2960 0.0474 -0.9385
F -3.3152 -7.3010 -4.5518
C -2.8052 -6.3480 -3.7596
C -1.5038 -6.4780 -3.3155
C -0.9818 -5.4802 -2.5060
C -1.7572 -4.3791 -2.1408
C -3.0658 -4.2834 -2.6068
C -3.6000 -5.2712 -3.4233
Sb -0.8881 -2.9282 -0.8575
C -2.5049 -1.5130 -0.9698
C -2.6524 -0.7415 -2.1279
C -3.6578 0.2070 -2.2374
C -4.5057 0.3952 -1.1636
F -5.4668 1.3216 -1.2557
C -4.3985 -0.3384 0.0013
C -3.3972 -1.2996 0.0855
C -1.4941 -3.7847 0.9997
C -0.7184 -3.5520 2.1366
C -1.0815 -4.0760 3.3728
C -2.2296 -4.8363 3.4458
F -2.5924 -5.3439 4.6341
C -3.0202 -5.1000 2.3415
C -2.6428 -4.5711 1.1172
H -0.9195 -7.3394 -3.6092
H 0.0426 -5.5728 -2.1635
H -3.6856 -3.4367 -2.3393
H -4.6129 -5.2148 -3.7984
H -1.9740 -0.8757 -2.9634
H -3.7840 0.8054 -3.1293
H -5.0998 -0.1689 0.8076
H -3.3446 -1.9237 0.9712
H 0.1874 -2.9589 2.0700
H -0.4843 -3.9164 4.2611
H -3.9038 -5.7147 2.4501
H -3.2495 -4.7826 0.2445
N -2.0349 -0.7330 3.6720
C -1.1207 0.2250 3.8647
N -1.0094 0.6998 5.1109
S -0.1300 0.8349 2.6311
H -2.5980 -1.0972 4.4221
H -2.0993 -1.1796 2.7757
H -1.5848 0.3780 5.8703
H -0.3507 1.4385 5.2831
```

energy = -62127.44160 eV
ΔE to the lowest compared entry with this formula, charge and spin = 4.3 kcal/mol
gap between HOMO and LUMO = 9.07 eV
HOMO energy = -11.264 eV
charge = +1

From a Löwdin analysis of the wavefunction, the atomic charges in e read:
1. Na 0.190
2. C -0.010
3. O -0.003
4. C -0.564
5. O 0.046
6. N 0.019
7. N 0.057
8. H 0.099
9. H 0.100
10. H 0.096
11. H 0.163
12. H 0.099
13. H 0.106
14. F 0.080
15. C -0.277
16. C 0.002
17. C -0.127
18. C -0.413
19. C -0.117
20. C 0.005
21. Sb 1.511
22. C -0.445
23. C -0.137
24. C 0.013
25. C -0.270
26. F 0.087
27. C 0.015
28. C -0.120
29. C -0.415
30. C -0.150
31. C -0.016
32. C -0.281
33. F 0.075
34. C 0.009
35. C -0.106
36. H 0.125
37. H 0.097
38. H 0.095
39. H 0.125
40. H 0.113
41. H 0.131
42. H 0.128
43. H 0.085
44. H 0.093
45. H 0.125
46. H 0.127
47. H 0.104
48. N 0.122
49. C -0.920
50. N 0.103
51. S 0.628
52. H 0.120
53. H 0.061
54. H 0.117
55. H 0.100